P:
Molecular formula: C2H4N2O
Method: DFT, the ωB97M-V functional and the def2-TZVPD basis

Computed properties:
SMILES string   N=C=O.C=N
E_HOMO   -10.57 eV

XYZ file:
```
9
C2H4N2O | the OMol25 dataset | the ωB97M-V functional and the def2-TZVPD basis
O -1.7958 -3.2301 -1.5589
N -0.8066 -1.1127 -1.5733
N 0.1895 1.0502 0.6173
C -1.4164 -2.1295 -1.5282
C 1.2270 1.2272 1.2721
H -0.4154 1.8499 0.8111
H -0.4091 -0.3729 -1.0801
H 2.1595 0.5341 1.1439
H 1.2673 2.1837 1.8961
```

=====

Q:
Molecular formula: C2H4N2O
Method: DFT, the ωB97M-V functional and the def2-TZVPD basis

Computed properties:
SMILES string   [H]/N=C\NC=O
E_HOMO   -10.05 eV

XYZ file:
```
9
C2H4N2O | the OMol25 dataset | the ωB97M-V functional and the def2-TZVPD basis
O -1.2616 1.0187 1.0820
N 0.0080 0.7499 -1.7123
N 0.1656 -0.5037 0.2632
C 0.4238 -0.2464 -1.0716
C -0.4012 0.1938 1.2765
H 0.4692 -1.4590 0.5600
H -0.6145 1.3751 -1.2149
H 1.1999 -0.9825 -1.4749
H 0.0109 -0.1460 2.2921
```

=====

R:
Molecular formula: C2H4N2O
Method: DFT, the ωB97M-V functional and the def2-TZVPD basis

Computed properties:
SMILES string   Oc1c[nH][nH]1
E_HOMO   -8.21 eV

XYZ file:
```
9
C2H4N2O | the OMol25 dataset | the ωB97M-V functional and the def2-TZVPD basis
O -0.4775 1.4989 -1.0826
N 0.1294 -1.1940 0.7772
N -1.0945 -0.1982 0.6423
C 0.8977 -0.2530 0.1018
C -0.1262 0.5047 -0.2756
H -1.6741 -0.6819 -0.0467
H 2.0377 -0.2572 0.0460
H 0.2626 -1.1234 1.7869
H 0.0450 1.7041 -1.9492
```

=====

Q: What are the energies relative to the best structure? A: P 44.0; Q 0.0; R 280.5, in kJ/mol.

=====

P:
Molecular formula: C2H4N2O
Method: DFT, the ωB97M-V functional and the def2-TZVPD basis

Computed properties:
SMILES string   N=C=O.C=N
E_HOMO   -10.13 eV

XYZ file:
```
9
C2H4N2O | the OMol25 dataset | the ωB97M-V functional and the def2-TZVPD basis
O -3.6681 0.3673 0.1127
N -1.5602 -0.6349 -0.0722
N 0.8414 0.3080 -0.2599
C -2.5914 -0.0560 0.0117
C 1.9486 -0.1379 0.1147
H -0.5814 -0.4206 -0.2424
H 0.7221 1.3201 -0.2279
H 2.7874 0.4625 0.4752
H 2.1016 -1.2085 0.0882
```

=====

Q:
Molecular formula: C2H4N2O
Method: DFT, the ωB97M-V functional and the def2-TZVPD basis

Computed properties:
E_HOMO   -9.20 eV

XYZ file:
```
9
C2H4N2O | the OMol25 dataset | the ωB97M-V functional and the def2-TZVPD basis
O -0.2852 -0.2817 -2.7448
N 0.8543 -0.4939 0.9019
N -1.0062 0.1754 -0.2008
C 0.3293 -0.3659 -1.7840
C -0.2825 0.2504 0.8513
H 1.1469 -0.6930 -0.0656
H -1.7833 0.8152 -0.2788
H 1.5467 -0.2785 1.6017
H -0.5200 0.8721 1.7191
```

=====

Q: What are the energies relative to the best structure? A: P 0.0; Q 20.7, in kJ/mol.

=====

P:
Molecular formula: C4H5NS
Method: DFT, the ωB97M-V functional and the def2-TZVPD basis

Computed properties:
Spin multiplicity   3
Expectation value of S²   2.017
E_HOMO (spin up / spin down)   -6.76 / -9.23 eV

XYZ file:
```
11
C4H5NS | the OMol25 dataset | the ωB97M-V functional and the def2-TZVPD basis
S -2.5345 -0.0652 -0.6272
N 1.2082 -0.7177 1.2522
C 0.0610 -0.1923 0.1416
C 1.1963 -1.0125 0.0663
C 0.2022 1.3272 -0.1274
C -1.2258 -0.7911 0.0004
H 0.4667 1.7525 0.7350
H -0.7460 1.6805 -0.4414
H -1.4063 -1.8627 0.2167
H 1.1129 1.5822 -0.6271
H 1.6652 -1.7008 -0.5891
```

=====

Q:
Molecular formula: C4H5NS
Method: DFT, the ωB97M-V functional and the def2-TZVPD basis

Computed properties:
Spin multiplicity   3
Expectation value of S²   2.037
E_HOMO (spin up / spin down)   -8.78 / -8.93 eV

XYZ file:
```
11
C4H5NS | the OMol25 dataset | the ωB97M-V functional and the def2-TZVPD basis
S -1.9642 -1.9909 -0.7972
N 2.3537 -0.6961 0.2514
C 0.1426 -0.4590 -0.2597
C -0.3206 -1.6258 -0.7787
C -0.5909 0.4197 0.6879
C 1.6125 -0.1076 -0.5223
H 1.8481 0.5860 -1.3290
H 0.3384 -2.2737 -1.3407
H 0.0957 1.0334 1.2661
H -1.2114 -0.1680 1.3617
H -1.2493 1.0838 0.1221
```

=====

Q: What are the energies relative to the best structure? A: P 174.5; Q 0.0, in kJ/mol.

=====

P:
Molecular formula: C2H7NOSi
Method: DFT, the ωB97M-V functional and the def2-TZVPD basis

Computed properties:
E_HOMO   -8.33 eV

XYZ file:
```
12
C2H7NOSi | the OMol25 dataset | the ωB97M-V functional and the def2-TZVPD basis
Si 0.2338 1.2808 1.3780
O -0.6295 1.4592 2.6688
N -0.0931 0.2012 0.2380
C 0.5863 -0.2346 -0.8951
C 0.3221 0.1279 -2.1220
H -0.9454 -2.4984 -0.0029
H -1.4931 1.0912 2.9409
H 0.8108 -0.4002 -2.9374
H 1.3934 -0.8179 -0.7177
H -0.7804 -3.3270 -0.1002
H -0.5670 0.6840 -2.2749
H 1.1621 2.4338 1.8245
```

=====

Q:
Molecular formula: C2H7NOSi
Method: DFT, the ωB97M-V functional and the def2-TZVPD basis

Computed properties:
E_HOMO   -8.96 eV

XYZ file:
```
12
C2H7NOSi | the OMol25 dataset | the ωB97M-V functional and the def2-TZVPD basis
Si -0.3612 0.3601 -1.9385
O -0.2544 0.8913 2.4882
N 0.0287 0.1756 0.4020
C 0.3795 -1.1456 0.8543
C -0.1908 1.1061 1.3174
H -0.5284 1.7406 -2.7192
H 0.9072 -1.5174 0.0710
H -0.3783 2.2143 0.8929
H -0.3645 -1.8985 1.1538
H 1.0998 -0.9842 1.6345
H 0.9776 -0.1811 -2.2186
H -1.3152 -0.7613 -1.9377
```

=====

Q: What are the energies relative to the best structure? A: P 0.0; Q 71.5, in kJ/mol.

=====

P:
Molecular formula: C3H10N4
Method: DFT, the ωB97M-V functional and the def2-TZVPD basis

Computed properties:
SMILES string   [H]/N=C\C(C)=N/[H].NN
E_HOMO   -8.86 eV

XYZ file:
```
17
C3H10N4 | the OMol25 dataset | the ωB97M-V functional and the def2-TZVPD basis
N -1.0423 -0.8469 -0.8217
N -2.4255 -0.7960 -0.4024
N -1.0804 1.4941 0.6579
N 1.1980 -0.1550 1.7703
C 2.3130 -0.0255 -0.3324
C -0.1793 0.9563 -0.0531
C 1.1199 0.1777 0.5516
H 3.1017 -0.5410 0.2113
H -2.9266 -0.2291 -1.0842
H 0.3669 0.0880 2.3169
H -2.3914 -0.2434 0.4648
H -1.1860 1.0966 1.5942
H -0.5771 -1.4948 -0.1684
H 0.0118 1.3870 -1.0296
H 2.0266 -0.6101 -1.2068
H 2.6783 0.9376 -0.6904
H -1.0076 -1.1956 -1.7780
```

=====

Q:
Molecular formula: C3H10N4
Method: DFT, the ωB97M-V functional and the def2-TZVPD basis

Computed properties:
SMILES string   N/C=N\CN.C=N
E_HOMO   -8.34 eV

XYZ file:
```
17
C3H10N4 | the OMol25 dataset | the ωB97M-V functional and the def2-TZVPD basis
N 1.0753 1.2668 -0.5760
N -1.2635 0.4958 -0.2731
N 0.7152 -1.8001 -0.9867
N -0.2378 1.0009 1.8001
C 0.2101 -2.1107 0.1354
C -0.2539 0.9866 -1.1329
C -1.1246 0.3573 0.9863
H 0.2560 -2.2327 -1.7912
H 1.6337 1.7393 -1.2785
H 0.4816 1.5448 1.3422
H -0.3762 1.0140 2.7990
H -1.9275 -0.1633 1.5013
H -0.7460 -2.6108 0.2845
H -0.0918 0.0451 -1.8371
H 0.7418 -1.8161 1.0327
H 1.5281 0.3724 -0.4042
H -0.6204 1.9105 -1.6018
```

=====

R:
Molecular formula: C3H10N4
Method: DFT, the ωB97M-V functional and the def2-TZVPD basis

Computed properties:
E_HOMO   -6.56 eV

XYZ file:
```
17
C3H10N4 | the OMol25 dataset | the ωB97M-V functional and the def2-TZVPD basis
N 1.2761 -0.8305 0.2466
N -1.0119 0.3510 -1.6769
N -1.5807 -0.6107 -0.9483
N 0.6499 0.3461 0.3120
C 1.2084 -1.7112 1.1579
C 0.5662 1.0249 -0.8805
C -0.3095 0.6880 1.4158
H -1.1859 0.0306 1.4416
H -0.6673 0.1382 -2.6269
H 1.3422 0.7451 -1.5819
H 1.7747 -2.6122 0.9945
H 0.6144 -1.6477 2.0638
H 0.3908 2.0884 -0.7824
H -0.6193 1.7248 1.2797
H -1.6192 1.1733 -1.6889
H 0.2420 0.5865 2.3568
H -1.0710 -1.4846 -1.0830
```

=====

Q: What are the energies relative to the best structure? A: P 101.8; Q 0.0; R 316.1, in kJ/mol.

=====

P:
Molecular formula: C3H10N4
Method: DFT, the ωB97M-V functional and the def2-TZVPD basis

Computed properties:
SMILES string   CN(C)/N=C\NN
E_HOMO   -8.51 eV

XYZ file:
```
17
C3H10N4 | the OMol25 dataset | the ωB97M-V functional and the def2-TZVPD basis
N 0.4956 -1.0038 -0.4500
N 0.8759 0.9578 2.0414
N -0.2602 0.2194 -0.6904
N 1.0031 -0.4811 1.9683
C -0.0461 0.5121 -2.0644
C -1.5689 -0.1508 -0.2906
C 1.0438 -1.1226 0.6790
H 1.5182 -2.0765 0.7633
H 0.9708 0.9669 -2.1651
H -2.2002 0.7342 -0.7147
H -0.7967 1.3231 -2.4688
H -1.6159 -0.2838 0.7789
H -0.0940 -0.3184 -2.8282
H 0.8332 1.4575 1.1148
H -0.0236 1.2290 2.4675
H -2.0054 -1.1424 -0.6278
H 1.8702 -0.8205 2.4868
```

=====

Q:
Molecular formula: C3H10N4
Method: DFT, the ωB97M-V functional and the def2-TZVPD basis

Computed properties:
SMILES string   Cn1[nH][nH]1.[H]/N=C/C
E_HOMO   -8.89 eV

XYZ file:
```
17
C3H10N4 | the OMol25 dataset | the ωB97M-V functional and the def2-TZVPD basis
N -1.0860 0.0822 0.9081
N 1.6710 1.1549 0.8901
N -1.5222 0.0549 -0.4568
N -0.9835 -1.2066 0.3942
C 2.5505 0.4899 0.2754
C -2.9412 0.3155 -0.5556
C 2.1966 -0.6627 -0.5967
H 2.0354 1.9412 1.4250
H 2.6761 -0.5464 -1.5700
H -0.1490 0.5166 0.9718
H -3.1193 1.3741 -0.3452
H -1.8530 -1.7021 0.6180
H 2.5868 -1.5822 -0.1562
H 3.6238 0.7164 0.3423
H 1.1199 -0.7375 -0.7339
H -3.5443 -0.2664 0.1554
H -3.2615 0.0582 -1.5659
```

=====

Q: What are the energies relative to the best structure? A: P 0.0; Q 90.5, in kJ/mol.

=====

P:
Molecular formula: H2N2O2S
Method: DFT, the ωB97M-V functional and the def2-TZVPD basis

Computed properties:
SMILES string   [H]/N=[N+](\[O-])OS
E_HOMO   -10.00 eV

XYZ file:
```
7
H2N2O2S | the OMol25 dataset | the ωB97M-V functional and the def2-TZVPD basis
S -1.9979 0.2535 -0.4152
O -0.8051 -0.4434 0.4453
O 0.8814 0.9330 0.1238
N 1.1435 -1.1733 0.0164
N 0.4989 -0.1752 0.1040
H -1.8137 1.5583 -0.1031
H 2.0929 -0.9530 -0.1713
```

=====

Q:
Molecular formula: H2N2O2S
Method: DFT, the ωB97M-V functional and the def2-TZVPD basis

Computed properties:
E_HOMO   -8.41 eV

XYZ file:
```
7
H2N2O2S | the OMol25 dataset | the ωB97M-V functional and the def2-TZVPD basis
S 4.2536 0.0106 -0.0851
O 0.4611 0.2311 0.1425
O 4.0296 0.9826 0.9840
N 2.9407 -0.8146 -0.4068
N 2.0316 -1.4252 -0.7073
H -0.3972 -0.0860 -0.1959
H 0.5785 1.1656 0.0797
```

=====

Q: What are the energies relative to the best structure? A: P 209.8; Q 0.0, in kJ/mol.

=====

P:
Molecular formula: C7H8N2O2
Method: DFT, the ωB97M-V functional and the def2-TZVPD basis

Computed properties:
SMILES string   Nc1cccc(CC(=O)O)n1
E_HOMO   -8.86 eV

XYZ file:
```
19
C7H8N2O2 | the OMol25 dataset | the ωB97M-V functional and the def2-TZVPD basis
O -2.5750 1.5597 -0.4322
O -3.9087 -0.1808 -0.3026
N 2.0598 2.0728 0.0172
N 0.0161 0.6244 -0.1673
C 1.4456 0.8275 -0.1183
C 0.3165 -1.7733 -0.2723
C 1.7024 -1.5851 -0.2357
C -0.4905 -0.6636 0.0148
C -2.8514 0.2971 -0.1497
C -1.9073 -0.5771 0.5690
C 2.2291 -0.2679 -0.2255
H -1.9857 -0.2912 1.5713
H -1.6540 1.8244 -0.3548
H -0.0970 -2.8434 -0.1653
H 1.4378 2.7748 0.4133
H 3.3074 -0.0228 -0.3866
H 3.0201 2.1500 0.3809
H 2.3654 -2.4001 -0.5917
H -2.4306 -1.5254 0.4356
```

=====

Q:
Molecular formula: C7H8N2O2
Method: DFT, the ωB97M-V functional and the def2-TZVPD basis

Computed properties:
SMILES string   Cc1cc(N)ncc1C(=O)O
E_HOMO   -8.58 eV

XYZ file:
```
19
C7H8N2O2 | the OMol25 dataset | the ωB97M-V functional and the def2-TZVPD basis
O 2.8218 0.5216 -0.4763
O 2.5216 -1.6205 -0.0305
N -1.6772 -1.4143 0.1144
N -3.5157 -0.0425 -0.3841
C -2.1208 -0.1683 -0.1073
C -0.0715 0.9545 0.2700
C 1.9926 -0.5583 -0.0603
C -1.4192 1.0300 -0.0587
C 0.5179 -0.2842 0.0924
C -0.2814 -1.3726 0.4215
C 0.8046 2.2892 0.3373
H -1.7934 1.9651 -0.4458
H 1.3923 2.4463 -0.5336
H 0.1567 -2.2249 0.8940
H 0.1751 3.1765 0.5233
H -4.0256 0.8182 -0.1664
H 1.4500 2.1608 1.2529
H 3.7313 0.2286 -0.7194
H -4.0166 -0.9241 -0.2325
```

=====

R:
Molecular formula: C7H8N2O2
Method: DFT, the ωB97M-V functional and the def2-TZVPD basis

Computed properties:
SMILES string   Nc1ccc(N)c(C(=O)O)c1
E_HOMO   -7.00 eV

XYZ file:
```
19
C7H8N2O2 | the OMol25 dataset | the ωB97M-V functional and the def2-TZVPD basis
O 1.6883 -2.0990 -0.1187
O 2.8235 -0.2459 0.3739
N 1.5204 2.0307 -0.2724
N -3.1182 -1.0843 0.0420
C 0.3972 1.2780 -0.1393
C -2.0199 1.0005 0.1757
C 1.7356 -0.8397 0.0925
C -1.9303 -0.4244 0.0426
C -0.9155 1.8059 0.1114
C 0.3573 -0.1558 -0.0838
C -0.7101 -0.9561 -0.2783
H -0.4937 -2.0310 -0.6563
H 2.5411 1.6652 -0.1153
H 1.4133 3.0007 -0.3723
H -3.9105 -0.4745 0.0185
H -3.1494 -2.1022 -0.0621
H 1.1389 -2.5895 0.4580
H -2.9712 1.5107 0.4134
H -0.9642 2.9042 0.3636
```

=====

Q: What are the energies relative to the best structure? A: P 5.3; Q 0.0; R 37.0, in kJ/mol.